(1)
ORCA calculation (the ωB97M-V functional and the def2-TZVPD basis) on one molecule with the formula C5H8O at a distorted geometry.

Structure (ORCA input):
```
! RIJCOSX wB97M-V def2-TZVPD def2/J DEFGRID3
* xyz 0 1
C -1.98786 -1.46900 -1.05290
C -1.23382 -0.40855 -0.34368
C 0.10375 -0.33018 -0.20962
C 0.70384 0.67382 0.67930
C 1.97963 1.03804 0.71421
O 2.28274 1.94504 1.74745
H -2.79011 -0.99382 -1.63185
H -2.46886 -2.23025 -0.44987
H -1.31266 -1.89028 -1.80151
H -1.71167 0.22233 0.40529
H 0.72511 -0.87714 -0.91444
H 0.03605 0.98329 1.47350
H 2.73966 0.76509 -0.00055
H 2.93422 2.57163 1.38467
*
```

The highest occupied orbital energy is -8.1 eV. As for the total energy: -7360.5688 eV. For the HOMO-LUMO gap, the calculation gives 9.1 eV. As for the SMILES: C/C=C/C=C/O. The value obtained for the energy relative to the best compared isomer or geometry (same formula, charge and spin) is 38.9 kcal per mole. For the max |F|, the calculation gives 2.478 eV/A.

(2)
ORCA calculation (the ωB97M-V functional and the def2-TZVPD basis) on C6H11NO as an isolated structure at a distorted geometry.

Structure (ORCA input):
```
! RIJCOSX wB97M-V def2-TZVPD def2/J DEFGRID3
* xyz 0 1
C 0.28933 -0.83563 -1.66663
C 1.11769 1.92257 -0.35694
C -0.92891 -1.69166 -0.26728
C -0.17866 0.20976 0.98499
N 0.55865 0.49376 2.11589
C -0.92804 -0.99484 0.90809
C 0.01278 0.91603 -0.20391
O -1.92143 -2.53097 -0.60846
H -2.68325 -2.47381 -0.00385
H 0.83223 1.44967 2.28390
H 0.38078 -0.05994 2.93734
H -1.44644 -1.37828 1.78403
H -0.87315 1.09212 -0.79445
H -0.13131 -1.52227 -2.39408
H 1.20567 -1.23441 -1.25203
H 0.48266 0.04906 -2.27252
H 1.27129 2.17027 -1.40949
H 0.88017 2.86257 0.15881
H 2.05992 1.55600 0.05658
*
```

The highest occupied orbital energy is -7.0 eV. As for the total energy: -9933.3087 eV. For the HOMO-LUMO gap, the calculation gives 7.7 eV. The value obtained for the energy relative to the best compared isomer or geometry (same formula, charge and spin) is 118.7 kcal per mole. For the max |F|, the calculation gives 3.028 eV/A.

(3)
ORCA calculation (the ωB97M-V functional and the def2-TZVPD basis) on one molecule with the formula C4H7NO.

Structure (ORCA input):
```
! RIJCOSX wB97M-V def2-TZVPD def2/J DEFGRID3
* xyz 0 1
C -1.13303 -0.67607 0.09419
O 0.04683 -1.35447 -0.32248
C 1.15489 -0.64397 0.21068
C 0.73645 0.81725 0.13977
N -0.01563 1.22895 -1.03689
C -0.74360 0.79016 0.14433
H -1.48283 -1.04301 1.07024
H -1.90404 -0.87467 -0.65831
H 1.34284 -0.94663 1.25488
H 2.03431 -0.89660 -0.38862
H 1.34887 1.60749 0.55974
H -0.01078 0.48362 -1.73103
H -1.37425 1.50795 0.66348
*
```

The highest occupied orbital energy is -9.6 eV. As for the total energy: -7797.5946 eV. For the HOMO-LUMO gap, the calculation gives 10.7 eV. As for the SMILES: C1OC[C@H]2N[C@@H]12. The value obtained for the energy relative to the best compared isomer or geometry (same formula, charge and spin) is 47.3 kcal per mole. For the max |F|, the calculation gives 0.385 eV/A.